{
  "formula": "C5H12N2O",
  "method": "wB97M-V/def2-TZVPD",
  "elements": ["C", "C", "C", "C", "C", "N", "N", "O", "H", "H", "H", "H", "H", "H", "H", "H", "H", "H", "H", "H"],
  "xyz": [[-1.33, -0.34, 1.46], [-0.48, -0.16, 0.31], [1.53, 0.64, 1.47], [1.41, -1.66, 0.42], [1.00, -0.20, 0.24], [-2.10, 1.45, -2.89], [-0.89, 1.44, -2.29], [-1.19, -1.28, 0.29], [-1.05, -0.57, 2.49], [-2.20, 0.31, 1.47], [1.13, 0.36, 2.42], [1.26, 1.73, 1.40], [2.61, 0.61, 1.62], [2.42, -1.71, 0.19], [0.90, -2.20, -0.31], [1.07, -1.89, 1.40], [1.40, 0.14, -0.83], [-2.61, 0.65, -3.22], [-2.12, 2.20, -3.61], [-0.76, 0.51, -2.05]],
  "max_force_ha_per_bohr": 0.0546,
  "total_charge": 0,
  "homo_ev": [-7.8, -7.5],
  "e_lumo_ev": [0.86, 1.03],
  "total_energy_ev": -10401.0244,
  "gap_ev": [8.630, 8.536]
}

{
  "formula": "C80H157N10O23",
  "method": "wB97M-V/def2-TZVPD",
  "elements": ["C", "N", "C", "C", "C", "C", "C", "C", "C", "C", "N", "C", "C", "C", "H", "H", "H", "H", "H", "H", "H", "H", "H", "H", "H", "H", "H", "H", "C", "N", "C", "C", "C", "C", "C", "C", "C", "C", "N", "C", "C", "C", "H", "H", "H", "H", "H", "H", "H", "H", "H", "H", "H", "H", "H", "H", "C", "C", "N", "C", "C", "C", "C", "C", "O", "C", "H", "H", "H", "H", "H", "H", "H", "H", "H", "H", "H", "H", "H", "H", "H", "H", "H", "H", "H", "H", "C", "C", "N", "C", "C", "C", "C", "C", "O", "C", "H", "H", "H", "H", "H", "H", "H", "H", "H", "H", "H", "H", "H", "H", "H", "H", "H", "H", "H", "H", "C", "C", "N", "C", "C", "C", "C", "C", "O", "C", "H", "H", "H", "H", "H", "H", "H", "H", "H", "H", "H", "H", "H", "H", "H", "H", "H", "H", "H", "H", "C", "O", "C", "C", "N", "H", "H", "C", "C", "O", "C", "H", "H", "H", "H", "H", "H", "H", "H", "H", "H", "H", "H", "H", "H", "C", "O", "C", "C", "N", "H", "H", "C", "C", "O", "C", "H", "H", "H", "H", "H", "H", "H", "H", "H", "H", "H", "H", "H", "H", "C", "O", "C", "C", "N", "H", "H", "C", "C", "O", "C", "H", "H", "H", "H", "H", "H", "H", "H", "H", "H", "H", "H", "H", "H", "C", "C", "O", "O", "H", "H", "H", "C", "C", "O", "O", "H", "H", "H", "C", "C", "O", "O", "H", "H", "H", "C", "C", "O", "O", "H", "H", "H", "C", "C", "O", "O", "H", "H", "H", "C", "C", "O", "O", "H", "H", "H", "C", "C", "O", "O", "H", "H", "H"],
  "xyz": [[-16.74, 14.61, 22.53], [-16.71, 13.74, 23.68], [-16.84, 14.17, 24.94], [-17.16, 13.35, 25.98], [-17.26, 11.96, 25.75], [-17.08, 11.48, 24.40], [-16.75, 12.39, 23.45], [-17.43, 11.04, 26.82], [-16.56, 11.14, 27.89], [-16.66, 10.30, 28.96], [-17.68, 9.53, 29.06], [-18.62, 9.43, 28.06], [-18.48, 10.16, 26.94], [-17.71, 8.66, 30.20], [-16.07, 15.45, 22.61], [-17.76, 15.01, 22.44], [-16.55, 14.03, 21.63], [-16.76, 15.23, 24.99], [-17.18, 13.81, 26.96], [-17.16, 10.44, 24.12], [-16.64, 12.11, 22.42], [-15.69, 11.70, 27.79], [-15.87, 10.36, 29.74], [-19.54, 8.92, 28.30], [-19.22, 10.09, 26.14], [-16.93, 8.98, 30.87], [-17.67, 7.66, 29.89], [-18.66, 8.81, 30.70], [-12.40, 9.01, 25.55], [-12.25, 9.92, 26.62], [-11.35, 10.95, 26.52], [-11.29, 11.99, 27.48], [-12.22, 11.88, 28.53], [-13.12, 10.83, 28.58], [-13.12, 9.83, 27.66], [-12.24, 12.88, 29.62], [-12.14, 14.29, 29.36], [-12.18, 15.20, 30.39], [-12.15, 14.77, 31.69], [-12.29, 13.46, 31.99], [-12.36, 12.54, 30.95], [-12.12, 15.81, 32.73], [-13.39, 9.10, 25.13], [-12.28, 7.96, 25.88], [-11.70, 9.15, 24.71], [-10.61, 10.83, 25.77], [-10.62, 12.82, 27.34], [-13.89, 10.91, 29.33], [-13.75, 8.92, 27.73], [-12.18, 14.63, 28.30], [-12.11, 16.23, 30.22], [-12.37, 13.07, 32.99], [-12.58, 11.56, 31.35], [-11.96, 15.28, 33.70], [-13.02, 16.37, 32.68], [-11.29, 16.47, 32.46], [-9.63, 6.67, 32.91], [-9.24, 5.18, 33.22], [-10.46, 4.28, 33.54], [-10.04, 2.99, 34.13], [-11.42, 5.03, 34.54], [-10.72, 5.31, 35.88], [-11.34, 4.06, 32.26], [-10.70, 3.65, 30.97], [-9.94, 2.41, 31.12], [-9.14, 2.10, 30.03], [-10.28, 6.79, 32.05], [-8.79, 7.24, 32.67], [-10.07, 7.20, 33.79], [-8.50, 5.14, 34.05], [-8.76, 4.67, 32.42], [-9.45, 2.51, 33.33], [-10.95, 2.45, 34.43], [-9.42, 3.23, 35.02], [-12.22, 4.33, 34.55], [-11.77, 5.91, 34.04], [-11.49, 5.71, 36.57], [-9.96, 6.10, 35.84], [-10.32, 4.45, 36.39], [-11.86, 4.97, 32.14], [-12.01, 3.31, 32.68], [-10.05, 4.43, 30.54], [-11.51, 3.53, 30.24], [-8.26, 2.79, 29.88], [-9.66, 1.95, 29.07], [-8.62, 1.19, 30.25], [-20.21, 5.85, 25.53], [-19.42, 4.69, 25.06], [-19.58, 3.50, 25.93], [-21.09, 3.33, 26.27], [-19.18, 2.15, 25.19], [-17.93, 2.33, 24.39], [-18.63, 3.62, 27.16], [-19.31, 3.16, 28.47], [-20.47, 3.96, 28.79], [-20.35, 4.89, 29.84], [-21.33, 5.75, 25.41], [-19.96, 6.72, 24.91], [-19.90, 6.12, 26.50], [-18.39, 4.98, 24.94], [-19.80, 4.32, 24.11], [-21.10, 2.33, 26.79], [-21.60, 3.32, 25.29], [-21.43, 4.12, 26.93], [-20.01, 1.93, 24.57], [-19.14, 1.46, 26.00], [-17.77, 1.42, 23.76], [-17.02, 2.41, 24.98], [-18.01, 3.11, 23.61], [-18.22, 4.64, 27.21], [-17.78, 2.98, 26.97], [-18.55, 3.21, 29.26], [-19.60, 2.11, 28.34], [-19.43, 4.68, 30.47], [-21.28, 4.83, 30.41], [-20.19, 5.89, 29.46], [-15.31, -1.12, 31.76], [-14.63, -2.41, 32.16], [-13.65, -2.12, 33.23], [-12.79, -0.94, 32.84], [-14.39, -1.72, 34.53], [-15.34, -2.80, 34.95], [-12.79, -3.35, 33.51], [-12.64, -4.36, 32.38], [-13.82, -5.11, 32.24], [-14.31, -5.16, 30.93], [-15.80, -0.56, 32.56], [-16.12, -1.32, 31.05], [-14.59, -0.50, 31.24], [-14.07, -2.78, 31.31], [-15.29, -3.18, 32.55], [-13.39, -0.05, 32.72], [-12.29, -1.18, 31.90], [-12.02, -0.85, 33.60], [-14.93, -0.80, 34.31], [-13.57, -1.48, 35.22], [-14.89, -3.79, 34.82], [-16.30, -2.72, 34.45], [-15.54, -2.73, 36.01], [-13.26, -3.87, 34.36], [-11.83, -2.93, 33.88], [-11.71, -4.88, 32.66], [-12.39, -3.81, 31.46], [-13.97, -6.08, 30.45], [-13.99, -4.29, 30.37], [-15.41, -5.05, 30.94], [-21.79, -2.90, 32.49], [-21.65, -2.01, 31.35], [-22.78, -1.75, 30.56], [-22.30, -0.92, 29.32], [-21.10, -0.19, 29.72], [-20.53, -0.86, 30.25], [-20.56, -0.02, 28.83], [-21.28, 1.03, 30.49], [-20.01, 1.30, 31.26], [-19.66, 0.09, 31.91], [-18.65, 0.27, 32.94], [-22.50, -3.72, 32.23], [-22.13, -2.33, 33.36], [-20.82, -3.32, 32.80], [-23.43, -1.07, 31.17], [-23.38, -2.62, 30.21], [-23.10, -0.24, 28.96], [-22.05, -1.52, 28.47], [-22.04, 0.81, 31.23], [-21.59, 1.79, 29.78], [-20.26, 1.96, 32.08], [-19.22, 1.70, 30.69], [-19.05, 0.93, 33.72], [-17.73, 0.75, 32.56], [-18.39, -0.70, 33.32], [-16.42, -8.24, 28.82], [-16.88, -6.87, 28.74], [-18.17, -6.57, 28.36], [-18.32, -5.08, 28.22], [-17.40, -4.44, 27.22], [-17.06, -5.10, 26.55], [-17.91, -3.71, 26.71], [-16.15, -3.69, 27.87], [-15.32, -3.08, 26.83], [-16.16, -2.48, 25.82], [-15.90, -1.14, 25.46], [-15.35, -8.13, 28.99], [-16.59, -8.72, 27.85], [-16.89, -8.80, 29.63], [-18.94, -6.92, 29.07], [-18.45, -6.99, 27.40], [-18.17, -4.58, 29.20], [-19.34, -4.81, 27.89], [-15.71, -4.39, 28.58], [-16.59, -2.93, 28.53], [-14.73, -3.89, 26.33], [-14.63, -2.37, 27.29], [-16.73, -0.83, 24.84], [-15.02, -1.03, 24.82], [-15.72, -0.51, 26.31], [-16.02, 5.55, 31.76], [-15.89, 5.30, 30.39], [-14.57, 5.27, 29.83], [-14.65, 5.35, 28.37], [-14.87, 4.03, 27.74], [-15.90, 3.89, 27.58], [-14.49, 4.20, 26.73], [-14.28, 2.74, 28.26], [-15.19, 1.78, 27.56], [-16.45, 1.83, 28.28], [-16.82, 0.56, 28.73], [-15.17, 6.08, 32.16], [-15.96, 4.56, 32.22], [-16.91, 6.02, 32.06], [-14.13, 4.32, 30.23], [-14.02, 6.18, 30.12], [-13.75, 5.73, 27.85], [-15.53, 6.01, 28.14], [-14.24, 2.76, 29.37], [-13.24, 2.72, 27.90], [-14.86, 0.76, 27.35], [-15.27, 2.19, 26.54], [-17.24, -0.05, 27.96], [-17.64, 0.66, 29.44], [-15.98, 0.02, 29.18], [-14.84, 2.34, 35.74], [-14.22, 2.30, 34.30], [-12.96, 2.26, 34.35], [-15.00, 2.33, 33.32], [-14.87, 3.42, 36.00], [-14.27, 1.79, 36.45], [-15.84, 1.89, 35.79], [-15.87, 6.76, 24.85], [-16.60, 7.83, 25.66], [-16.82, 8.98, 25.07], [-17.00, 7.57, 26.83], [-16.36, 6.46, 23.92], [-15.74, 5.91, 25.50], [-14.89, 7.09, 24.48], [-11.73, -1.12, 28.07], [-13.07, -1.39, 28.74], [-13.12, -2.21, 29.69], [-14.03, -0.75, 28.26], [-11.48, -2.04, 27.51], [-10.96, -1.06, 28.85], [-11.77, -0.26, 27.39], [-20.11, -1.95, 26.01], [-19.63, -1.18, 27.20], [-20.15, -0.03, 27.43], [-18.84, -1.83, 27.90], [-19.34, -2.21, 25.27], [-20.78, -1.33, 25.45], [-20.46, -2.87, 26.43], [-10.05, 6.22, 27.46], [-11.25, 6.43, 28.43], [-12.20, 7.17, 27.98], [-11.10, 5.97, 29.52], [-10.42, 5.83, 26.50], [-9.33, 5.57, 28.03], [-9.56, 7.18, 27.24], [-13.05, 2.06, 23.63], [-14.00, 2.76, 24.68], [-13.71, 3.86, 25.25], [-14.98, 2.06, 24.95], [-13.67, 1.87, 22.74], [-12.77, 1.16, 24.11], [-12.12, 2.59, 23.38], [-15.03, 8.99, 33.42], [-14.29, 9.82, 32.42], [-13.19, 10.27, 32.75], [-14.97, 10.05, 31.39], [-14.59, 9.08, 34.41], [-14.80, 7.93, 33.18], [-16.14, 9.18, 33.42]],
  "max_force_ha_per_bohr": 0.0778,
  "total_charge": 3,
  "homo_ev": -11.8,
  "e_lumo_ev": -6.96,
  "total_energy_ev": -147468.9581,
  "gap_ev": 4.848
}

{
  "formula": "HO7PS2",
  "method": "wB97M-V/def2-TZVPD",
  "elements": ["O", "O", "O", "O", "O", "O", "O", "P", "S", "S", "H"],
  "xyz": [[2.26, -2.75, 1.76], [0.65, 3.19, -2.06], [-2.01, 1.92, 1.34], [-0.01, -3.87, 2.21], [-1.17, 1.59, -1.02], [-0.80, 1.93, -3.57], [0.07, -1.45, 1.15], [-0.82, 1.62, 0.50], [0.83, -3.07, 1.31], [0.12, 1.93, -2.44], [0.88, -1.05, 0.82]],
  "max_force_ha_per_bohr": 0.0603,
  "total_charge": -2,
  "homo_ev": -1.4,
  "e_lumo_ev": 5.60,
  "total_energy_ev": -45310.1201,
  "gap_ev": 6.983
}

{
  "formula": "C4H10NP",
  "method": "wB97M-V/def2-TZVPD",
  "elements": ["C", "C", "C", "C", "N", "P", "H", "H", "H", "H", "H", "H", "H", "H", "H", "H"],
  "xyz": [[1.26, -0.10, 0.04], [2.75, -0.46, 0.04], [1.12, 1.44, 0.15], [-3.31, -0.95, 0.26], [0.42, -0.93, -0.30], [-2.35, 0.57, -0.16], [2.91, -0.97, 0.93], [3.48, 0.39, 0.00], [2.87, -1.05, -0.75], [1.11, 1.88, -0.98], [1.94, 1.80, 0.58], [0.26, 1.69, 0.60], [-2.78, -1.38, 1.09], [-3.31, -1.74, -0.43], [-4.27, -0.65, 0.59], [-2.12, 0.46, -1.64]],
  "max_force_ha_per_bohr": 0.1269,
  "total_charge": 0,
  "homo_ev": [-9.1, -7.9],
  "e_lumo_ev": [-0.35, -0.12],
  "total_energy_ev": -15084.6170,
  "gap_ev": [8.745, 7.825]
}

{
  "formula": "C4H14N2O",
  "method": "wB97M-V/def2-TZVPD",
  "elements": ["N", "C", "C", "N", "C", "C", "H", "H", "H", "H", "H", "H", "H", "H", "H", "H", "H", "H", "H", "H", "O"],
  "xyz": [[0.15, -1.39, 1.52], [1.04, -0.23, 1.72], [0.69, 0.90, 0.76], [0.91, 0.42, -0.61], [0.15, 0.99, -1.70], [-0.14, -0.06, -2.76], [0.67, -2.20, 1.21], [-0.23, -1.66, 2.42], [0.95, 0.12, 2.75], [2.11, -0.42, 1.65], [1.41, 1.70, 0.96], [-0.30, 1.36, 0.89], [0.71, -0.57, -0.56], [0.70, 1.78, -2.23], [-0.78, 1.44, -1.33], [0.78, -0.57, -3.03], [-0.88, -0.81, -2.45], [-0.66, 0.35, -3.63], [-3.16, -0.52, 1.23], [-1.64, -0.47, 1.40], [-2.47, -0.17, 1.79]],
  "max_force_ha_per_bohr": 0.0271,
  "total_charge": 0,
  "homo_ev": -8.7,
  "e_lumo_ev": 0.93,
  "smiles": "CCNCCN.O",
  "total_energy_ev": -9402.3661,
  "gap_ev": 9.596
}

{
  "formula": "C17H10BF11N7O4RuS3",
  "method": "wB97M-V/def2-TZVPD",
  "elements": ["Ru", "C", "C", "N", "N", "C", "B", "N", "C", "C", "C", "N", "N", "C", "C", "C", "N", "H", "H", "H", "H", "H", "H", "H", "H", "H", "H", "F", "C", "F", "F", "S", "O", "O", "N", "S", "O", "O", "C", "F", "F", "F", "F", "C", "C", "F", "C", "F", "C", "S", "C", "F", "C", "F"],
  "xyz": [[-0.49, 0.36, 0.33], [-2.95, -2.63, -1.73], [-2.38, -1.36, -1.72], [-1.79, -1.12, -0.56], [-1.97, -2.22, 0.21], [-2.66, -3.14, -0.48], [-1.38, -2.38, 1.63], [-1.88, -1.17, 2.44], [-2.69, -1.07, 3.51], [-3.13, 0.24, 3.60], [-2.54, 0.89, 2.53], [-1.80, 0.03, 1.84], [0.15, -2.27, 1.50], [1.17, -3.06, 1.85], [2.33, -2.56, 1.29], [1.93, -1.42, 0.60], [0.61, -1.28, 0.72], [-3.49, -3.10, -2.53], [-2.37, -0.62, -2.50], [-2.90, -4.09, -0.03], [-1.71, -3.41, 2.13], [-2.91, -1.94, 4.10], [-3.79, 0.66, 4.35], [-2.61, 1.92, 2.22], [0.99, -3.95, 2.44], [3.33, -2.96, 1.37], [2.50, -0.71, 0.02], [0.74, 0.78, -5.36], [0.31, 0.19, -4.26], [-1.02, 0.11, -4.31], [0.80, -1.04, -4.20], [0.86, 1.14, -2.78], [0.38, 0.30, -1.67], [2.28, 1.23, -2.90], [0.09, 2.48, -3.04], [-0.55, 3.29, -1.84], [-0.56, 4.70, -2.06], [-0.03, 2.75, -0.61], [-2.34, 2.83, -1.82], [-2.83, 3.03, -0.59], [-2.50, 1.54, -2.11], [-3.04, 3.56, -2.68], [0.91, 7.23, 2.12], [0.89, 5.90, 2.06], [1.79, 5.23, 1.24], [2.67, 5.92, 0.52], [1.77, 3.85, 1.19], [2.64, 3.24, 0.39], [0.85, 3.10, 1.92], [0.89, 1.34, 1.84], [-0.02, 3.80, 2.74], [-0.89, 3.14, 3.51], [-0.01, 5.18, 2.81], [-0.87, 5.81, 3.61]],
  "max_force_ha_per_bohr": 0.0200,
  "total_charge": 0,
  "homo_ev": [-9.1, -9.1],
  "e_lumo_ev": [-0.65, -1.88],
  "s2": 0.757,
  "total_energy_ev": -102068.5978,
  "spin_multiplicity": 2,
  "gap_ev": [8.446, 7.268]
}

Question: Which formula does entry 6 have?
Answer: C17H10BF11N7O4RuS3

Question: Which formula does entry 6 have?
Answer: C17H10BF11N7O4RuS3